Below is 2 unconnected molecules or ions with the total composition C3H2ClIO in a non-equilibrium geometry, with properties calculated with wB97M-V/def2-TZVPD.

Geometry (Å):
1 C 0.197 -0.026 -0.414
2 C 0.356 0.767 0.572
3 C -1.785 0.025 -1.909
4 O -2.240 1.049 -2.276
5 Cl -2.147 -1.427 -2.596
6 I 2.221 0.375 1.816
7 H 0.595 -0.910 -1.016
8 H -0.421 1.514 0.761

Atoms 1-3, force components in eV/Å:
C -1.04 -2.52 -3.20
C 0.38 -0.07 0.49
C 1.45 3.17 1.24

The calculation puts the molar mass at 216.40 g mol⁻¹. Its LUMO energy (spin up / spin down) is -1.423 / -1.375 eV. The HOMO-LUMO gap (spin up / spin down) is 0.2812 / 0.2722 Ha. For the HOMO energy (spin up / spin down), the calculation gives -9.1 / -8.8 eV. Its charge is 0. As for the relative energy (zero: lowest compared OMol25 entry of this formula, charge and spin): 365.5 kJ/mol.